Entry 1:
C36H71NO12 | ωB97M-V/def2-TZVPD

Structure (XYZ):
```
120
Properties=species:S:1:pos:R:3:lowdin_charge:R:1
C 2.640 -3.232 2.051 -0.077
C 1.699 -2.097 2.340 -0.263
O 2.459 -0.958 2.729 -0.135
C 1.848 0.275 2.452 -0.203
C 0.520 0.523 3.149 -0.170
O -0.584 -0.007 2.446 -0.125
C -1.320 0.927 1.686 -0.176
C -2.769 0.510 1.681 -0.206
C -3.093 -0.800 0.968 -0.110
C -4.013 -1.565 1.938 -0.161
N -4.311 -0.671 3.074 0.059
C -3.366 0.385 3.057 -0.425
O -3.100 1.074 4.007 0.106
H 2.104 -4.119 1.738 0.068
H 3.309 -2.937 1.248 0.044
H 3.229 -3.486 2.929 0.075
H 1.078 -1.882 1.471 0.111
H 1.011 -2.371 3.144 0.123
H 1.719 0.430 1.374 0.125
H 2.543 1.037 2.804 0.116
H 0.539 0.065 4.136 0.136
H 0.408 1.600 3.288 0.117
H -0.958 0.912 0.657 0.124
H -1.246 1.935 2.088 0.100
H -3.329 1.288 1.161 0.138
H -3.599 -0.615 0.030 0.076
H -2.222 -1.404 0.734 0.117
H -4.903 -1.974 1.477 0.111
H -3.458 -2.404 2.350 0.108
H -5.243 -0.276 3.025 0.130
C 3.600 -2.773 -3.182 -0.028
C 2.662 -2.483 -2.031 -0.514
O 2.456 -3.300 -1.164 0.055
C 2.001 -1.130 -2.018 -0.002
H 4.012 -3.775 -3.076 0.083
H 3.064 -2.697 -4.130 0.082
H 4.411 -2.044 -3.195 0.071
H 1.406 -0.991 -2.923 0.090
H 2.757 -0.342 -1.976 0.065
H 1.356 -1.049 -1.146 0.076
C 2.905 3.334 0.306 -0.015
C 3.946 2.552 -0.455 -0.495
O 3.660 1.877 -1.420 0.051
C 5.361 2.616 0.053 -0.025
H 1.922 3.172 -0.132 0.057
H 2.898 3.002 1.346 0.072
H 3.134 4.401 0.288 0.088
H 5.403 2.263 1.084 0.090
H 5.738 3.640 0.020 0.087
H 5.993 1.981 -0.562 0.072
C -5.009 -1.985 -4.074 -0.018
C -4.940 -0.841 -3.096 -0.490
O -4.730 -1.023 -1.918 0.058
C -5.145 0.547 -3.656 -0.022
H -4.840 -2.924 -3.557 0.082
H -5.986 -1.999 -4.561 0.085
H -4.246 -1.866 -4.844 0.087
H -6.126 0.618 -4.129 0.085
H -4.391 0.759 -4.416 0.085
H -5.076 1.285 -2.860 0.074
C 3.551 -7.267 3.782 -0.024
C 2.328 -6.547 4.299 -0.502
O 1.625 -5.892 3.570 0.067
C 2.036 -6.681 5.775 -0.024
H 3.654 -7.090 2.714 0.081
H 4.443 -6.907 4.298 0.084
H 3.463 -8.339 3.968 0.083
H 2.876 -6.302 6.360 0.084
H 1.892 -7.731 6.034 0.083
H 1.139 -6.119 6.023 0.081
C -0.148 -5.814 -5.567 -0.025
C -0.580 -4.852 -4.485 -0.503
O -1.522 -4.111 -4.641 0.061
C 0.230 -4.861 -3.214 -0.015
H -0.800 -5.715 -6.431 0.079
H 0.882 -5.607 -5.862 0.083
H -0.191 -6.839 -5.194 0.084
H 1.268 -4.609 -3.433 0.069
H 0.207 -5.852 -2.758 0.093
H -0.173 -4.135 -2.512 0.085
C -1.699 3.146 -2.644 -0.006
C -1.519 3.340 -1.161 -0.481
O -0.440 3.206 -0.628 0.051
C -2.746 3.711 -0.366 -0.004
H -0.745 2.884 -3.095 0.084
H -2.423 2.351 -2.830 0.077
H -2.084 4.064 -3.092 0.073
H -3.507 2.935 -0.471 0.084
H -3.159 4.651 -0.731 0.081
H -2.479 3.816 0.682 0.059
C -4.030 7.408 -3.588 -0.020
C -4.878 6.330 -2.958 -0.503
O -4.585 5.159 -3.045 0.052
C -6.106 6.784 -2.209 -0.021
H -3.180 6.959 -4.094 0.080
H -4.623 7.977 -4.306 0.086
H -3.676 8.098 -2.821 0.088
H -6.771 7.332 -2.879 0.085
H -5.821 7.452 -1.395 0.088
H -6.629 5.922 -1.803 0.082
C 8.075 -2.289 -0.113 -0.023
C 7.165 -1.115 0.161 -0.494
O 7.568 -0.115 0.706 0.068
C 5.728 -1.256 -0.280 -0.003
H 9.077 -2.069 0.248 0.080
H 7.694 -3.180 0.387 0.085
H 8.110 -2.493 -1.185 0.083
H 5.262 -2.108 0.219 0.081
H 5.684 -1.419 -1.358 0.076
H 5.178 -0.352 -0.030 0.070
C -1.146 4.929 2.943 -0.021
C -2.371 5.681 3.404 -0.501
O -3.046 6.323 2.633 0.060
C -2.715 5.577 4.869 -0.019
H -1.012 5.077 1.875 0.072
H -0.260 5.287 3.470 0.089
H -1.268 3.866 3.157 0.068
H -1.890 5.956 5.475 0.085
H -2.879 4.532 5.138 0.087
H -3.613 6.153 5.077 0.080
```

The calculation puts the HOMO energy at -8.8708 eV. The calculation puts the LUMO energy at 0.56 eV. The calculation puts the electronic energy at -64542.868 eV. Its SMILES is CCOCCOC[C@H]1CCNC1=O.CC(C)=O.CC(C)=O.CC(C)=O.CC(C)=O.CC(C)=O.CC(C)=O.CC(C)=O.CC(C)=O.CC(C)=O. The calculation puts the energy above the lowest of the compared OMol25 structures with the same formula, charge and spin at 43.63 kJ/mol. The total charge is 0.

***

Entry 2:
C11H16Cl3F3O4STi | ωB97M-V/def2-TZVPD

Structure (XYZ):
```
39
Properties=species:S:1:pos:R:3:nbo_charge:R:1
C -1.078 1.036 -1.647 -0.141
C -1.257 -0.309 -2.078 -0.145
C -0.013 -0.982 -1.954 -0.129
C -2.503 -0.918 -2.573 -0.620
C 0.948 -0.049 -1.474 -0.155
C 0.294 1.204 -1.300 -0.064
C 0.956 2.448 -0.871 -0.642
C -2.136 2.058 -1.599 -0.617
C 0.216 -2.400 -2.277 -0.621
C 2.375 -0.328 -1.241 -0.618
Ti -1.596 -0.656 2.137 1.182
Cl -3.176 -1.040 0.813 -0.213
Cl -2.717 -1.079 4.021 -0.402
Cl -0.181 -2.182 1.250 -0.346
H -3.258 -0.146 -2.753 0.189
H -2.914 -1.627 -1.842 0.184
H -2.321 -1.462 -3.510 0.173
H -0.459 -3.049 -1.703 0.189
H 1.247 -2.683 -2.040 0.193
H 0.039 -2.590 -3.346 0.168
H 2.500 -1.302 -0.751 0.192
H 2.815 0.439 -0.596 0.204
H 2.934 -0.350 -2.190 0.161
H 1.508 2.284 0.066 0.203
H 0.219 3.242 -0.717 0.186
H 1.674 2.790 -1.633 0.168
H -3.012 1.680 -1.055 0.193
H -2.460 2.338 -2.613 0.164
H -1.776 2.957 -1.089 0.193
O -1.372 1.174 1.505 -0.897
H -0.591 1.634 1.862 0.477
F 1.961 -1.225 5.475 -0.332
C 2.414 -0.893 4.242 0.704
F 3.701 -0.486 4.346 -0.333
F 2.370 -1.994 3.458 -0.316
S 1.345 0.462 3.513 2.336
O 0.015 -0.228 3.520 -0.975
O 1.428 1.535 4.472 -0.961
O 1.859 0.693 2.173 -0.931
```

The calculation puts the HOMO energy at 0.5560 eV. The calculation puts the LUMO energy at 4.82 eV. The calculation puts the electronic energy at -99533.289 eV. The total charge is -2.

***

Entry 3:
C5H8O2 | ωB97M-V/def2-TZVPD

Structure (XYZ):
```
15
Properties=species:S:1:pos:R:3:nbo_charge:R:1
O 2.417 0.468 0.284 -0.735
C 1.611 -0.685 0.462 -0.268
C 0.367 -0.487 1.207 -0.114
C -0.826 0.903 -0.330 -0.515
C -2.255 0.293 -0.483 -0.512
C -1.094 -0.576 -0.586 0.618
O -0.678 -1.520 -1.201 -0.521
H 3.120 0.246 -0.339 0.471
H 2.091 -1.426 1.147 0.231
H 1.423 -1.217 -0.479 0.224
H 0.510 0.410 1.841 0.126
H -0.666 1.386 0.628 0.263
H -0.366 1.432 -1.161 0.244
H -2.801 0.455 -1.411 0.239
H -2.855 0.319 0.421 0.249
```

The calculation puts the HOMO energy at -8.8184 eV. The calculation puts the LUMO energy at 0.04 eV. The calculation puts the electronic energy at -9403.424 eV. The calculation puts the energy above the lowest of the compared OMol25 structures with the same formula, charge and spin at 618.26 kJ/mol. The total charge is 0.

***

Entry 4:
C5H17N4O | ωB97M-V/def2-TZVPD

Structure (XYZ):
```
27
Properties=species:S:1:pos:R:3:nbo_charge:R:1
C 3.560 0.045 -2.347 -0.626
C -3.788 -0.428 2.959 -0.424
C 1.716 0.484 0.936 -0.439
C 2.074 0.337 -2.525 -0.218
C -0.761 0.464 -0.144 0.805
N -1.094 1.156 -1.185 -0.813
N -3.758 0.207 1.625 -0.716
N 1.132 0.197 -0.342 -0.277
N 1.468 1.019 -1.381 -0.491
O -1.340 0.003 0.820 -0.682
H 3.724 -0.549 -1.451 0.211
H 3.928 -0.512 -3.202 0.229
H 4.131 0.970 -2.266 0.207
H -3.481 -1.466 2.869 0.234
H -3.091 0.085 3.616 0.232
H -4.786 -0.385 3.392 0.228
H 1.130 -0.017 1.702 0.225
H 2.726 0.067 0.949 0.216
H 1.777 1.558 1.155 0.172
H 1.525 -0.598 -2.652 0.212
H 1.919 0.972 -3.402 0.197
H -2.025 1.394 -1.495 0.411
H -0.270 1.386 -1.773 0.442
H -4.040 1.187 1.696 0.421
H -4.383 -0.282 0.982 0.422
H 1.976 1.864 -1.112 0.359
H -2.702 0.143 1.219 0.463
```

The calculation puts the HOMO energy at -11.4698 eV. The calculation puts the LUMO energy at -3.05 eV. The calculation puts the electronic energy at -13460.988 eV. The calculation puts the energy above the lowest of the compared OMol25 structures with the same formula, charge and spin at 51.32 kJ/mol. The total charge is +1.

***

Entry 5:
C22H23Cl3N4O2PtS3 | ωB97M-V/def2-TZVPD

Structure (XYZ):
```
58
Properties=species:S:1:pos:R:3:nbo_charge:R:1
Pt -0.058 0.259 -0.300 1.051
O -2.130 -4.966 -0.633 -0.647
C -1.075 -5.101 0.119 0.395
C -0.778 -6.407 0.585 -0.278
C 0.287 -6.611 1.408 -0.129
C 1.092 -5.517 1.811 -0.253
C 0.834 -4.242 1.346 -0.160
C -0.230 -3.995 0.487 -0.209
C -0.422 -2.628 -0.018 0.574
O 0.438 -1.731 0.321 -0.580
N -1.466 -2.439 -0.802 -0.444
N -1.627 -1.142 -1.214 -0.449
C -2.592 -0.973 -2.060 -0.076
S -3.525 -2.309 -2.664 0.399
C -4.764 -1.294 -3.517 -0.541
C -4.093 -0.023 -3.995 -0.511
S -3.027 0.600 -2.661 0.259
H -2.196 -3.995 -0.876 0.503
H -1.428 -7.215 0.268 0.243
H 0.516 -7.609 1.757 0.233
H 1.922 -5.685 2.485 0.229
H 1.462 -3.413 1.639 0.219
H -5.582 -1.101 -2.828 0.240
H -5.132 -1.877 -4.359 0.269
H -4.815 0.756 -4.231 0.260
H -3.459 -0.203 -4.858 0.242
Cl -0.129 2.345 -2.050 0.070
C 1.082 1.598 -3.117 -0.376
Cl 1.433 -0.042 -2.533 0.106
H 1.989 2.186 -3.080 0.262
H 0.673 1.537 -4.115 0.262
Cl 4.112 0.151 -0.498 0.050
C 3.503 1.769 -0.465 -0.008
C 4.247 2.768 -1.075 -0.235
C 3.811 4.081 -1.033 -0.155
C 2.629 4.396 -0.372 -0.236
C 1.903 3.394 0.237 -0.115
C 2.313 2.056 0.211 -0.195
C 1.557 1.032 0.931 -0.441
H 5.178 2.510 -1.568 0.255
H 4.402 4.862 -1.496 0.246
H 2.293 5.424 -0.325 0.237
H 0.981 3.630 0.764 0.186
H 0.983 1.383 1.776 0.214
H 2.055 0.082 1.094 0.254
C -0.922 3.500 3.116 -0.420
N -1.868 3.380 2.000 -0.288
C -2.640 4.420 1.518 -0.027
C -3.374 3.933 0.495 -0.033
N -3.043 2.603 0.381 -0.472
C -2.116 2.263 1.293 0.197
S -1.503 0.678 1.597 0.096
H -0.296 4.375 2.968 0.238
H -0.309 2.608 3.161 0.240
H -1.460 3.605 4.055 0.251
H -2.620 5.407 1.952 0.268
H -4.102 4.413 -0.140 0.270
H -3.422 1.949 -0.293 0.462
```

The calculation puts the HOMO energy (spin up / spin down) at -12.2620 / -12.2609 eV. The calculation puts the LUMO energy (spin up / spin down) at -8.97 / -8.98 eV. The calculation puts the electronic energy at -106546.282 eV. The calculation puts the energy above the lowest of the compared OMol25 structures with the same formula, charge and spin at 42.18 kJ/mol. The total charge is +2.

***

Entry 6:
CH5NO | ωB97M-V/def2-TZVPD

Structure (XYZ):
```
8
Properties=species:S:1:pos:R:3:nbo_charge:R:1
N -0.931 0.577 0.449 -0.861
C -0.193 -0.370 -0.343 0.100
O 1.199 -0.249 -0.095 -0.714
H -1.917 0.478 0.242 0.361
H -0.740 1.550 0.303 0.363
H -0.538 -1.373 -0.082 0.144
H -0.259 -0.276 -1.427 0.142
H 1.247 -0.091 0.855 0.465
```

The calculation puts the HOMO energy at -9.7474 eV. The calculation puts the LUMO energy at 1.07 eV. The calculation puts the electronic energy at -4655.296 eV. Its SMILES is NCO. The calculation puts the energy above the lowest of the compared OMol25 structures with the same formula, charge and spin at 8.42 kJ/mol. The total charge is 0.

***

Copy entry 3 word for word.
C5H8O2 | ωB97M-V/def2-TZVPD

Structure (XYZ):
```
15
Properties=species:S:1:pos:R:3:nbo_charge:R:1
O 2.417 0.468 0.284 -0.735
C 1.611 -0.685 0.462 -0.268
C 0.367 -0.487 1.207 -0.114
C -0.826 0.903 -0.330 -0.515
C -2.255 0.293 -0.483 -0.512
C -1.094 -0.576 -0.586 0.618
O -0.678 -1.520 -1.201 -0.521
H 3.120 0.246 -0.339 0.471
H 2.091 -1.426 1.147 0.231
H 1.423 -1.217 -0.479 0.224
H 0.510 0.410 1.841 0.126
H -0.666 1.386 0.628 0.263
H -0.366 1.432 -1.161 0.244
H -2.801 0.455 -1.411 0.239
H -2.855 0.319 0.421 0.249
```

The calculation puts the HOMO energy at -8.8184 eV. The calculation puts the LUMO energy at 0.04 eV. The calculation puts the electronic energy at -9403.424 eV. The calculation puts the energy above the lowest of the compared OMol25 structures with the same formula, charge and spin at 618.26 kJ/mol. The total charge is 0.